The following is a quantum chemistry calculation of a cluster of 18 separate species, C79H196N18O35 in total, from the OMol25 dataset.

Last column: Mulliken charge in e.
Atoms and positions in Å:
C (-5.14, 8.43, 0.63)  -0.968
O (-5.39, 7.56, -0.43)  0.010
C (-6.40, 8.11, -1.22)  -0.819
C (-6.52, 7.40, -2.52)  -0.651
N (-6.33, 5.92, -2.39)  0.546
H (-5.31, 5.76, -2.40)  -0.349
H (-6.71, 5.58, -1.55)  0.302
C (-7.09, 5.24, -3.54)  -1.129
C (-6.68, 3.77, -3.56)  0.052
O (-7.14, 3.14, -2.35)  -0.486
C (-7.08, 1.70, -2.52)  -0.555
H (-4.56, 7.95, 1.33)  0.208
H (-6.10, 8.81, 1.03)  0.380
H (-4.62, 9.33, 0.25)  0.333
H (-6.31, 9.24, -1.29)  0.522
H (-7.33, 8.09, -0.73)  0.496
H (-5.73, 7.58, -3.21)  0.372
H (-7.49, 7.61, -2.98)  0.440
H (-6.87, 5.81, -4.45)  0.445
H (-8.14, 5.37, -3.26)  0.486
H (-5.61, 3.58, -3.69)  -0.108
H (-7.15, 3.41, -4.43)  0.791
H (-6.04, 1.35, -2.51)  0.090
H (-7.67, 1.47, -3.35)  0.637
H (-7.60, 1.18, -1.66)  0.028
C (0.08, 1.27, -7.73)  -0.697
O (-0.73, 1.69, -6.71)  -0.065
C (-1.13, 3.08, -6.88)  -0.885
C (-2.27, 3.29, -5.95)  0.176
N (-3.46, 2.46, -6.40)  0.985
H (-3.10, 1.68, -6.97)  0.508
H (-3.82, 1.99, -5.55)  -0.279
C (-4.53, 3.07, -7.20)  -0.094
C (-4.71, 2.23, -8.45)  -0.931
O (-3.45, 2.48, -9.07)  -0.209
C (-3.45, 2.41, -10.48)  -0.918
H (0.32, 0.22, -7.55)  0.088
H (1.07, 1.80, -7.73)  0.309
H (-0.42, 1.34, -8.66)  0.259
H (-1.49, 3.13, -7.95)  0.342
H (-0.22, 3.78, -6.75)  0.425
H (-2.48, 4.39, -5.92)  0.193
H (-2.04, 2.98, -4.88)  -0.166
H (-4.30, 4.03, -7.58)  0.290
H (-5.40, 3.07, -6.50)  -0.015
H (-5.51, 2.62, -9.11)  0.567
H (-4.97, 1.13, -8.44)  0.286
H (-2.64, 2.96, -10.97)  0.298
H (-4.32, 2.91, -10.89)  0.370
H (-3.54, 1.35, -10.85)  0.326
C (10.08, 7.78, -8.85)  -0.770
O (10.04, 6.44, -8.42)  -0.336
C (9.70, 5.43, -9.38)  -0.576
C (10.13, 4.17, -8.72)  -0.701
N (11.52, 4.27, -8.25)  -0.162
H (12.15, 4.23, -9.06)  0.403
H (11.66, 5.19, -7.86)  0.392
C (12.01, 3.25, -7.24)  -0.717
C (11.35, 3.47, -5.88)  -0.448
O (10.03, 3.00, -5.94)  -0.336
C (9.35, 2.93, -4.70)  -0.841
H (9.15, 8.06, -9.35)  0.306
H (10.84, 7.84, -9.65)  0.333
H (10.40, 8.47, -8.11)  0.265
H (10.21, 5.55, -10.30)  0.450
H (8.64, 5.38, -9.55)  0.407
H (10.04, 3.29, -9.31)  0.494
H (9.62, 3.86, -7.84)  0.346
H (13.07, 3.51, -7.17)  0.409
H (11.82, 2.23, -7.55)  0.327
H (11.32, 4.54, -5.53)  0.364
H (11.84, 2.83, -5.18)  0.456
H (8.33, 3.16, -4.90)  0.307
H (9.68, 3.77, -4.05)  0.365
H (9.51, 1.94, -4.27)  0.263
C (-0.12, 5.98, 0.53)  -0.114
O (-0.92, 5.48, 1.57)  -0.489
C (-1.17, 4.13, 1.38)  -0.216
C (-2.33, 3.92, 0.39)  -0.094
N (-3.62, 4.05, 1.19)  0.281
H (-3.49, 3.29, 1.96)  0.142
H (-3.76, 4.93, 1.66)  0.643
C (-4.87, 3.70, 0.42)  1.665
C (-5.98, 3.76, 1.43)  -0.991
O (-6.21, 5.07, 1.82)  -0.156
C (-7.12, 5.21, 2.87)  -0.792
H (-0.57, 6.04, -0.48)  -0.005
H (0.81, 5.38, 0.52)  -0.031
H (0.10, 7.04, 0.76)  0.390
H (-1.34, 3.63, 2.37)  0.182
H (-0.35, 3.70, 0.83)  0.054
H (-2.34, 2.94, -0.11)  0.005
H (-2.32, 4.73, -0.36)  0.328
H (-4.72, 2.72, 0.01)  -0.121
H (-5.02, 4.39, -0.46)  -1.165
H (-5.88, 3.19, 2.38)  0.615
H (-6.96, 3.36, 1.03)  0.424
H (-6.79, 6.05, 3.52)  0.252
H (-7.22, 4.32, 3.56)  0.290
H (-8.22, 5.42, 2.47)  0.263
C (-0.70, -2.12, 1.83)  1.710
O (0.37, -1.79, 1.07)  -0.009
C (0.17, -1.76, -0.29)  1.750
C (-0.25, -0.48, -1.03)  -0.372
N (0.84, 0.55, -1.24)  1.892
H (1.17, 0.92, -0.32)  -0.673
H (1.71, 0.09, -1.68)  0.074
C (0.19, 1.57, -2.08)  0.463
C (1.02, 2.76, -2.63)  -1.174
O (1.42, 3.64, -1.66)  0.403
C (1.60, 4.95, -2.24)  -0.951
H (-1.61, -1.54, 1.54)  0.023
H (-0.47, -1.85, 2.85)  -0.871
H (-1.00, -3.18, 1.79)  -0.751
H (-0.45, -2.60, -0.70)  -1.103
H (1.17, -2.09, -0.69)  -1.347
H (-1.01, 0.02, -0.59)  0.251
H (-0.58, -0.81, -2.05)  0.421
H (-0.64, 1.99, -1.52)  -0.684
H (-0.17, 1.03, -2.93)  0.631
H (0.39, 3.25, -3.38)  0.435
H (1.85, 2.44, -3.25)  0.308
H (0.58, 5.41, -2.37)  0.166
H (2.22, 4.96, -3.18)  0.324
H (2.16, 5.52, -1.48)  0.226
C (5.61, 2.42, 7.34)  -0.865
O (4.66, 1.74, 6.58)  -0.115
C (4.30, 0.49, 7.08)  -0.962
C (3.10, -0.02, 6.26)  -0.136
N (1.84, 0.85, 6.29)  1.728
H (2.17, 1.81, 6.27)  0.647
H (1.39, 0.62, 5.31)  -0.834
C (0.83, 0.68, 7.34)  0.838
C (0.27, 2.02, 7.75)  -1.247
O (1.20, 2.90, 8.29)  -0.341
C (0.53, 3.95, 9.07)  -0.784
H (5.49, 3.45, 7.12)  0.274
H (6.59, 2.07, 6.96)  0.292
H (5.49, 2.32, 8.47)  0.313
H (4.12, 0.48, 8.19)  0.411
H (5.19, -0.14, 6.85)  0.470
H (2.94, -1.05, 6.45)  0.380
H (3.50, 0.04, 5.22)  -0.039
H (1.31, 0.35, 8.28)  0.483
H (-0.04, 0.03, 7.03)  -1.021
H (-0.62, 1.86, 8.45)  0.606
H (-0.15, 2.52, 6.90)  0.475
H (1.28, 4.47, 9.68)  0.250
H (-0.20, 3.45, 9.69)  0.352
H (0.14, 4.67, 8.39)  0.312
C (5.67, -4.42, -2.84)  -0.800
C (4.71, -5.40, -3.41)  -0.567
N (3.20, -5.00, -3.04)  0.226
C (2.29, -6.09, -3.44)  -0.892
C (3.03, -4.87, -1.57)  1.858
C (3.52, -6.04, -0.82)  -1.700
C (2.92, -3.77, -3.81)  -0.479
C (1.52, -3.18, -3.64)  1.740
O (0.64, -3.69, -4.67)  -0.356
C (0.47, -2.79, -5.71)  -0.781
H (5.41, -4.11, -1.83)  -0.046
H (5.65, -3.55, -3.47)  0.428
H (6.66, -4.87, -2.77)  0.400
H (4.86, -6.49, -3.22)  0.486
H (4.81, -5.33, -4.45)  0.597
H (2.74, -7.01, -3.07)  0.548
H (2.16, -5.97, -4.48)  0.451
H (1.27, -5.97, -3.03)  0.094
H (1.96, -4.89, -1.38)  -0.623
H (3.42, -3.89, -1.19)  -0.974
H (3.30, -5.89, 0.24)  0.172
H (4.56, -6.27, -1.04)  0.422
H (3.02, -6.95, -0.95)  0.631
H (3.03, -3.93, -4.90)  0.507
H (3.63, -3.03, -3.51)  -0.244
H (1.57, -2.07, -3.55)  0.252
H (1.11, -3.43, -2.67)  -1.488
H (1.44, -2.36, -6.00)  0.363
H (-0.23, -2.00, -5.44)  0.184
H (-0.04, -3.31, -6.53)  0.456
C (-3.04, -4.41, -3.68)  -1.552
C (-3.83, -5.00, -2.49)  0.320
N (-4.81, -4.07, -1.85)  0.522
C (-5.62, -3.46, -2.94)  -1.039
C (-5.79, -4.89, -1.04)  -0.554
C (-5.21, -5.71, 0.07)  -0.791
C (-4.07, -3.09, -1.06)  0.551
C (-4.75, -2.26, 0.00)  -0.232
O (-5.86, -1.66, -0.48)  -0.331
C (-6.52, -0.71, 0.36)  -0.509
H (-2.52, -3.46, -3.48)  0.038
H (-3.66, -4.34, -4.58)  0.416
H (-2.31, -5.10, -3.96)  0.653
H (-3.19, -5.37, -1.64)  -0.199
H (-4.34, -5.90, -2.84)  0.491
H (-6.00, -4.24, -3.56)  0.377
H (-4.92, -2.89, -3.51)  0.419
H (-6.41, -2.88, -2.39)  0.340
H (-6.30, -5.55, -1.75)  0.574
H (-6.53, -4.20, -0.73)  0.430
H (-6.04, -6.14, 0.69)  0.462
H (-4.56, -5.16, 0.76)  0.007
H (-4.60, -6.61, -0.23)  0.235
H (-3.58, -2.51, -1.80)  0.005
H (-3.19, -3.58, -0.60)  -0.398
H (-3.98, -1.51, 0.24)  -0.102
H (-5.01, -2.81, 0.92)  0.391
H (-6.47, -1.08, 1.37)  0.294
H (-7.56, -0.66, -0.01)  0.315
H (-6.11, 0.31, 0.41)  -0.071
C (-2.58, -2.58, 10.95)  -1.194
C (-2.81, -3.22, 9.51)  -0.440
C (-3.39, -2.24, 8.42)  -0.253
C (-3.30, -2.89, 7.02)  -0.016
N (-3.56, -1.94, 5.83)  0.965
C (-2.45, -0.92, 5.76)  0.176
C (-3.03, 0.44, 6.22)  0.203
C (-4.49, 0.17, 6.62)  -1.118
C (-4.83, -1.14, 5.89)  -0.690
C (-3.54, -2.87, 4.66)  -0.379
H (-2.20, -3.33, 11.62)  0.430
H (-3.55, -2.34, 11.41)  0.317
H (-1.88, -1.68, 10.92)  0.256
H (-3.56, -4.03, 9.55)  0.376
H (-1.85, -3.65, 9.01)  0.173
H (-2.75, -1.36, 8.56)  -0.039
H (-4.47, -1.98, 8.55)  0.404
H (-3.95, -3.76, 6.94)  0.723
H (-2.26, -3.21, 6.78)  -0.471
H (-2.18, -0.95, 4.68)  -1.092
H (-1.58, -1.30, 6.22)  0.749
H (-2.95, 1.14, 5.40)  -0.036
H (-2.48, 0.89, 7.06)  -0.155
H (-5.23, 0.89, 6.39)  0.641
H (-4.55, 0.04, 7.72)  0.279
H (-5.08, -0.88, 4.85)  0.298
H (-5.57, -1.73, 6.32)  0.501
H (-3.32, -2.31, 3.72)  -0.279
H (-4.39, -3.46, 4.67)  0.918
H (-2.67, -3.49, 4.79)  -0.217
C (1.70, -10.30, 2.85)  -1.189
C (0.94, -9.41, 1.85)  -0.939
C (1.08, -7.91, 2.24)  0.823
C (0.26, -7.66, 3.51)  -0.998
N (-0.01, -6.24, 3.84)  1.032
C (1.27, -5.40, 3.64)  1.392
C (2.14, -5.81, 4.81)  -1.081
C (1.10, -6.09, 5.95)  -1.099
C (-0.31, -6.07, 5.35)  0.661
C (-1.15, -5.67, 3.04)  0.026
H (2.67, -9.91, 3.17)  0.285
H (1.97, -11.26, 2.51)  0.436
H (1.04, -10.43, 3.75)  0.277
H (-0.04, -9.80, 1.97)  0.362
H (1.26, -9.43, 0.85)  0.468
H (0.77, -7.27, 1.37)  -0.558
H (2.11, -7.68, 2.46)  0.365
H (0.79, -8.15, 4.35)  0.393
H (-0.72, -8.12, 3.38)  0.411
H (1.05, -4.34, 3.72)  -0.675
H (1.67, -5.64, 2.67)  -0.522
H (2.80, -5.02, 5.11)  0.582
H (2.69, -6.70, 4.56)  0.443
H (1.23, -5.34, 6.68)  0.495
H (1.47, -7.01, 6.38)  0.478
H (-0.93, -5.18, 5.56)  -0.940
H (-0.91, -6.93, 5.70)  0.580
H (-1.37, -4.58, 3.27)  -0.674
H (-2.12, -6.17, 3.19)  0.433
H (-0.88, -5.76, 2.01)  -0.085
C (4.76, -2.68, 0.65)  0.089
C (4.66, -2.33, 2.14)  -0.293
C (5.14, -0.91, 2.39)  -1.381
C (4.52, 0.06, 1.46)  -0.465
N (5.03, 1.44, 1.60)  1.227
C (4.54, 2.18, 2.93)  0.635
C (4.43, 3.59, 2.49)  -1.008
C (3.74, 3.42, 1.17)  0.992
C (4.42, 2.31, 0.48)  0.477
C (6.57, 1.43, 1.50)  -1.330
H (5.85, -2.61, 0.40)  0.291
H (4.14, -2.04, 0.07)  -0.699
H (4.46, -3.76, 0.49)  0.126
H (5.12, -3.07, 2.84)  0.597
H (3.59, -2.41, 2.36)  -0.230
H (6.18, -1.07, 2.22)  0.369
H (5.06, -0.60, 3.39)  0.723
H (3.42, 0.13, 1.60)  0.168
H (4.67, -0.19, 0.39)  0.497
H (5.35, 2.04, 3.69)  0.192
H (3.56, 1.65, 3.13)  -0.804
H (5.40, 4.09, 2.38)  0.397
H (3.84, 4.19, 3.18)  0.480
H (3.83, 4.39, 0.67)  0.583
H (2.63, 3.28, 1.24)  -0.755
H (5.34, 2.73, -0.06)  0.250
H (3.81, 1.74, -0.26)  -1.128
H (7.01, 0.92, 2.34)  0.339
H (6.87, 2.44, 1.47)  0.532
H (6.88, 0.88, 0.65)  0.315
N (3.86, -0.31, -2.53)  0.726
O (2.82, -0.92, -1.96)  -0.687
O (4.71, -1.00, -3.07)  -0.713
O (3.89, 0.94, -2.38)  -0.632
N (-3.47, 0.15, -3.82)  0.278
O (-3.29, 0.99, -2.95)  0.146
O (-3.06, -1.00, -3.75)  -0.539
O (-4.07, 0.47, -4.92)  -0.921
N (-3.41, 0.73, 2.38)  0.382
O (-3.43, 1.75, 3.14)  -1.189
O (-3.67, -0.39, 2.92)  -0.409
O (-3.19, 0.80, 1.15)  -0.249
N (0.88, 1.55, 3.27)  -0.144
O (0.73, 0.37, 3.79)  -0.300
O (1.41, 1.64, 2.16)  -0.208
O (0.55, 2.61, 3.92)  -0.738
N (-0.78, -5.28, -0.48)  0.879
O (-1.87, -5.24, 0.13)  -0.822
O (-0.68, -5.06, -1.70)  -0.688
O (0.28, -5.31, 0.17)  -0.678
N (0.61, -2.63, 5.57)  0.515
O (-0.48, -3.01, 5.07)  -0.128
O (1.73, -2.68, 4.99)  -0.472
O (0.52, -2.07, 6.70)  -0.803
N (-3.36, 5.39, -3.49)  1.106
O (-4.20, 5.09, -4.34)  -0.703
O (-3.85, 5.55, -2.33)  -0.856
O (-2.18, 5.45, -3.66)  -0.699

The calculation puts the total energy at -6744.28936 Ha. As for the HOMO energy: -0.5342 Ha. Its HOMO-LUMO gap is 9.170 eV. As for the charge: +4.